Entry 1:
Density functional theory data (ωB97M-V/def2-TZVPD) for a structure of composition C2H2BaO2 at a distorted geometry.

Computed properties:
2S+1 = 2
lowest unoccupied orbital energy (spin up / spin down) = -5.15 / -5.18 eV
HOMO energy (spin up / spin down) = -10.60 / -12.77 eV
frontier orbital gap (spin up / spin down) = 5.45 / 7.59 eV
net charge = +1
largest force on an atom = 0.0472 Eh/bohr
ΔE to the lowest compared entry with this formula, charge and spin = 96.3 kJ/mol

Atoms and positions in Å:
O (1.2953, -0.1885, -0.4910)
C (0.1390, -0.7295, -0.3343)
C (-1.0106, 0.1004, -0.1673)
O (-0.8732, 1.2977, 0.2133)
Ba (2.3279, 1.6880, 0.7626)
H (0.1011, -1.7589, 0.0466)
H (-1.9794, -0.4090, -0.0299)

***

Entry 2:
Density functional theory data (ωB97M-V/def2-TZVPD) for a structure of composition C10H13As2IO3PdS4.

Computed properties:
lowest unoccupied orbital energy = 3.09 eV
HOMO energy = -0.88 eV
frontier orbital gap = 3.97 eV
net charge = -2
largest force on an atom = 0.0103 Eh/bohr
ΔE to the lowest compared entry with this formula, charge and spin = 59.1 kJ/mol

Atoms and positions in Å:
Pd (0.9346, 2.6163, 0.1078)
S (3.5579, 5.4175, 2.6211)
As (3.4304, 4.6953, 0.6392)
S (3.1213, 2.4724, 0.5365)
S (1.3366, 4.7959, -0.1643)
S (4.8869, 5.3754, -0.7250)
C (-2.1707, 0.1130, -1.1531)
As (-2.0694, 1.2347, 0.4148)
C (-1.6716, 0.2549, 2.0290)
C (-3.9573, 1.6566, 0.6332)
O (-1.3117, 2.6828, 0.2332)
H (-2.5148, -0.8823, -0.8696)
H (-1.2149, 0.0676, -1.6657)
H (-2.9059, 0.5795, -1.8093)
H (-1.9558, -0.7905, 1.9060)
H (-2.2465, 0.7054, 2.8375)
H (-0.6051, 0.3350, 2.2132)
H (-4.5602, 0.7494, 0.7011)
H (-4.2679, 2.2446, -0.2290)
H (-4.0871, 2.2542, 1.5343)
I (1.8296, -6.5083, -0.5244)
C (1.5649, -4.4267, -0.6144)
C (1.2305, -3.7346, 0.5386)
C (1.0451, -2.3611, 0.4667)
C (1.1872, -1.6847, -0.7392)
C (1.5371, -2.4004, -1.8782)
C (1.7276, -3.7730, -1.8263)
C (0.9403, -0.1813, -0.8394)
O (1.0725, 0.3487, -1.9389)
O (0.5595, 0.3611, 0.2523)
H (1.1222, -4.2569, 1.4800)
H (0.7973, -1.7860, 1.3492)
H (1.6563, -1.8485, -2.8016)
H (2.0012, -4.3259, -2.7153)